# 1
A structure of composition C19H17LuN2 at a distorted geometry, computed with wB97M-V/def2-TZVPD.

Last column: Löwdin charge in e.
CARTESIAN COORDINATES (ANGSTROEM)
H (-0.88, -4.56, 4.41)  0.153
C (1.38, -1.64, -0.58)  -0.247
H (-2.49, 0.45, -0.91)  0.074
C (-1.99, 0.75, 0.00)  -0.273
H (-1.24, -0.44, 6.62)  0.156
H (-1.33, -2.80, 6.02)  0.157
H (-0.72, -0.35, -2.84)  0.133
C (-0.70, -3.80, 3.66)  0.067
H (-0.92, 2.44, 0.87)  0.024
H (1.75, -2.37, 0.13)  0.097
H (2.97, -0.06, -0.54)  0.126
C (2.04, -0.42, -0.95)  -0.168
H (0.05, 3.50, 4.41)  0.141
C (0.06, -3.19, 1.46)  -0.012
C (0.08, -0.58, -2.15)  -0.193
H (-0.88, 2.36, -0.95)  0.081
N (-0.07, 0.78, 2.34)  0.066
C (0.10, 2.08, 2.79)  -0.019
C (-0.11, 2.47, 4.11)  0.022
H (-0.50, -2.61, -1.36)  0.124
C (-0.59, -1.49, 2.91)  -0.119
C (0.19, -1.77, -1.37)  -0.196
H (1.45, 1.19, -2.37)  0.130
C (-0.83, -2.45, 3.94)  -0.115
C (-1.07, 1.84, -0.02)  -0.283
C (-1.05, -0.73, 5.60)  0.107
C (-0.67, 0.22, 4.64)  -0.111
C (-0.43, -0.16, 3.28)  -0.112
C (-0.22, -4.17, 2.42)  0.028
H (-0.06, -5.21, 2.20)  0.141
C (1.24, 0.24, -1.91)  -0.171
C (-0.52, 1.54, 5.04)  0.067
N (-0.21, -1.84, 1.65)  0.091
C (-1.12, -2.06, 5.25)  0.109
H (0.32, -3.64, 0.52)  0.118
Lu (0.00, 0.00, 0.00)  1.458
H (-0.68, 1.85, 6.06)  0.152
H (0.47, 2.87, 2.15)  0.136
H (-2.53, 0.52, 0.91)  0.063

As for the total charge: +2. The calculation puts the total energy at -56559.5630 eV. The value obtained for the orbital gap (spin up / spin down) is 0.0659 / 0.2430 hartree. The calculation puts the HOMO energy (spin up / spin down) at -13.169 / -14.841 eV. The LUMO energy (spin up / spin down) comes out at -11.376 / -8.229 eV. As for the energy relative to the best compared isomer or geometry (same formula, charge and spin): 629.8 kJ/mol. The calculation puts the molar mass at 448.33 g mol⁻¹.

***

# 2
A structure of composition C37H39AsCrN6O2S2, computed with wB97M-V/def2-TZVPD.

Last column: Löwdin charge in e.
CARTESIAN COORDINATES (ANGSTROEM)
H (6.21, -0.23, -2.46)  0.116
C (5.58, -2.03, -1.42)  -0.183
H (-0.67, 2.02, 0.89)  0.088
H (-2.85, -3.50, -1.67)  0.031
H (1.18, -4.33, -0.38)  0.042
C (-0.30, -3.61, -6.04)  -0.030
H (-3.32, -1.24, -1.75)  0.082
N (1.18, 2.54, -3.83)  0.144
C (-3.44, 4.44, 2.12)  -0.024
Cr (-0.39, -0.68, -0.51)  0.662
C (-4.42, 0.98, -0.65)  -0.260
C (7.32, -3.67, -1.28)  -0.098
H (-0.08, 4.29, 1.66)  0.123
H (-3.22, -1.79, -4.25)  0.104
O (-1.99, 0.04, 0.18)  -0.646
S (-3.28, 0.68, 0.76)  1.141
C (-2.17, -3.33, 1.56)  -0.232
C (3.51, -0.76, -2.04)  0.101
C (7.76, -1.71, -2.35)  -0.097
H (-1.53, -3.38, -4.30)  0.100
C (0.26, -0.98, 3.84)  -0.048
H (-1.14, 2.46, -1.41)  0.106
N (8.17, -2.90, -1.94)  0.102
H (0.41, 0.18, -5.76)  0.105
C (-1.96, -4.06, -1.37)  -0.242
H (7.68, -4.64, -0.97)  0.124
H (-2.79, 1.27, -2.03)  0.081
C (6.02, -3.28, -0.98)  -0.002
C (-0.87, -2.89, -5.01)  -0.065
H (2.69, 1.17, -4.04)  0.137
H (-3.10, -2.79, 1.40)  0.039
H (4.01, -0.39, -2.93)  0.131
C (-0.28, -0.59, 2.62)  -0.072
N (0.34, 1.04, -1.64)  0.040
H (-1.85, 5.83, 2.44)  0.128
C (0.43, -4.38, 0.40)  -0.235
C (3.58, -1.90, 0.07)  0.095
H (0.89, -4.16, 1.37)  0.032
H (-4.82, 2.85, 1.74)  0.126
C (-3.80, 0.85, -2.03)  -0.206
C (-3.06, -0.80, -3.83)  -0.258
C (-2.11, 4.84, 2.10)  -0.023
As (-1.01, -3.13, 0.03)  1.142
C (-3.78, -0.60, -2.51)  -0.227
H (-0.37, 3.82, -3.36)  0.135
C (0.52, -2.98, -6.97)  -0.019
C (0.79, -1.62, -6.87)  -0.034
C (0.23, -0.88, -5.83)  -0.074
H (-3.36, -0.06, -4.58)  0.121
S (-1.27, -0.52, -3.65)  1.114
C (6.47, -1.23, -2.12)  0.001
H (0.95, -3.55, -7.78)  0.128
C (0.14, 2.91, -3.09)  -0.050
H (-4.39, 1.46, -2.72)  0.143
C (-1.12, 3.98, 1.65)  -0.037
H (1.41, -1.13, -7.61)  0.126
C (-0.59, -1.53, -4.91)  -0.394
C (2.28, -1.51, 0.29)  -0.176
C (2.21, -0.40, -1.75)  -0.152
N (1.41, -1.63, 3.93)  0.148
H (-5.23, 0.27, -0.49)  0.109
H (-0.27, -0.76, 4.77)  0.136
H (5.36, -3.96, -0.46)  0.116
H (-1.30, -4.18, -2.23)  0.027
O (-0.97, -1.23, -2.29)  -0.624
C (1.44, 0.70, -2.35)  -0.182
H (-4.21, 5.10, 2.49)  0.130
C (-1.45, 2.70, 1.21)  -0.095
C (1.56, -1.45, 1.57)  -0.191
H (-1.69, -2.95, 2.46)  0.027
C (-0.29, 2.16, -2.00)  -0.087
H (3.01, -2.37, 2.88)  0.139
C (-3.79, 3.17, 1.69)  -0.070
C (-2.78, 2.32, 1.22)  -0.393
H (-2.26, -5.04, -1.00)  0.057
H (0.01, -5.38, 0.44)  0.056
C (1.83, 1.45, -3.45)  -0.033
H (4.15, -2.39, 0.85)  0.137
H (-2.40, -4.39, 1.70)  0.056
H (-4.81, -0.96, -2.64)  0.143
H (-1.23, -0.08, 2.56)  0.106
H (-4.81, 1.98, -0.46)  0.101
H (8.48, -1.10, -2.87)  0.124
N (1.58, -0.89, -0.68)  0.023
C (4.20, -1.59, -1.15)  -0.086
N (0.36, -0.82, 1.48)  0.014
C (2.06, -1.86, 2.80)  -0.020
H (-0.51, -4.67, -6.14)  0.126

As for the total charge: +3. The calculation puts the total energy at -162943.7134 eV. As for the expectation value of S²: 0.762. The value obtained for the orbital gap (spin up / spin down) is 0.2329 / 0.2442 hartree. The calculation puts the HOMO energy (spin up / spin down) at -15.794 / -15.794 eV. The spin multiplicity is 2. The LUMO energy (spin up / spin down) comes out at -9.456 / -9.149 eV. As for the energy relative to the best compared isomer or geometry (same formula, charge and spin): 9.1 kJ/mol. The calculation puts the molar mass at 790.81 g mol⁻¹.

***

# 3
A structure of composition C27H26ClF6IN4O2PTl, computed with wB97M-V/def2-TZVPD.

Last column: Löwdin charge in e.
CARTESIAN COORDINATES (ANGSTROEM)
H (1.64, 1.05, 5.50)  0.121
H (-1.59, -1.26, 2.00)  0.130
H (-1.22, -3.60, 1.06)  0.150
Tl (0.23, 0.19, -0.45)  1.139
H (-3.03, 0.66, -1.25)  0.097
C (0.68, -0.20, 4.05)  0.002
C (3.47, 0.52, -0.59)  -0.145
H (0.76, -1.11, 4.63)  0.125
H (0.32, 2.89, 1.86)  0.098
C (0.44, 2.03, 2.51)  -0.114
F (1.04, 5.38, -0.59)  -0.064
C (1.03, 2.14, 3.75)  -0.026
F (2.87, 4.53, -1.86)  -0.004
C (0.02, -0.46, -5.34)  -0.018
N (-0.02, 0.86, 2.05)  0.035
N (2.75, -0.50, -0.08)  0.034
H (-2.40, 2.97, -1.62)  0.080
C (-2.94, -0.41, -1.29)  -0.118
C (-0.76, -2.91, 0.33)  -0.119
C (0.34, -2.82, -6.77)  -0.142
H (-4.53, -0.67, -2.70)  0.116
H (-2.61, 2.86, 0.18)  0.082
C (0.36, -2.84, -5.39)  -0.014
N (0.10, -1.96, 1.01)  -0.199
H (-2.48, -4.18, -1.30)  0.133
H (-0.18, -3.51, -0.36)  0.112
N (-1.98, -0.96, -0.52)  0.018
H (-0.10, 0.46, -4.78)  0.113
F (1.45, 2.62, -1.95)  -0.135
O (0.05, -0.57, -2.59)  -0.179
C (2.30, -2.89, 0.17)  -0.100
P (1.48, 4.10, -1.37)  0.318
C (4.42, 0.35, -1.57)  -0.036
H (-0.14, 0.50, -7.25)  0.094
H (3.25, 1.50, -0.19)  0.094
C (-3.61, -2.54, -2.11)  -0.020
C (0.17, -1.61, -7.44)  -0.739
C (1.43, -2.51, 1.35)  -0.162
C (-2.64, -3.11, -1.31)  0.007
F (-0.79, 3.34, -0.47)  -0.189
C (-3.77, -1.16, -2.09)  -0.029
H (3.06, -3.59, 0.53)  0.137
F (0.55, 4.53, -2.56)  -0.059
C (-2.18, 3.41, -0.65)  -0.600
H (1.30, -3.38, 2.01)  0.138
C (1.17, 1.00, 4.53)  -0.025
C (0.21, -1.66, -4.67)  -0.134
H (1.94, -1.73, 1.93)  0.118
F (1.84, 3.45, 0.03)  -0.108
H (1.38, 3.11, 4.10)  0.118
C (-0.55, -1.48, 2.24)  -0.128
O (0.56, -2.77, -2.61)  0.041
C (4.64, -0.94, -2.06)  -0.026
C (0.00, -0.43, -6.73)  -0.144
H (4.97, 1.20, -1.95)  0.115
H (-0.53, -2.27, 3.01)  0.137
C (3.93, -1.99, -1.51)  0.002
C (0.08, -0.24, 2.80)  -0.278
C (-1.85, -2.28, -0.51)  -0.256
H (-4.22, -3.16, -2.75)  0.122
H (5.36, -1.11, -2.85)  0.120
C (0.29, -1.71, -3.17)  -0.574
H (0.46, -3.74, -7.33)  0.095
Cl (-2.69, 5.07, -0.60)  0.677
H (4.10, -3.01, -1.85)  0.130
I (0.19, -1.57, -9.52)  0.885
H (0.50, -3.77, -4.85)  0.118
H (1.74, -3.42, -0.59)  0.099
C (3.00, -1.74, -0.50)  -0.270

As for the total charge: +1. The calculation puts the total energy at -89386.1780 eV. As for the expectation value of S²: 0.756. The value obtained for the orbital gap (spin up / spin down) is 0.2939 / 0.1955 hartree. The calculation puts the HOMO energy (spin up / spin down) at -10.444 / -10.441 eV. The spin multiplicity is 2. The LUMO energy (spin up / spin down) comes out at -2.448 / -5.120 eV. As for the energy relative to the best compared isomer or geometry (same formula, charge and spin): 13.7 kJ/mol. The calculation puts the molar mass at 950.23 g mol⁻¹.

***

> What is the formula in the second record?

C37H39AsCrN6O2S2

***

> molar mass of number 2 (C37H39AsCrN6O2S2)?

790.81 g mol⁻¹